[1]
Formula: C47H50N9O2P
Source: OMol25
Level of theory: ωB97M-V/def2-TZVPD

Last column: Löwdin charge in e.
Geometry (Å):
C (-0.82271, -1.77716, -0.18824)  -0.128
N (-0.22185, -2.08894, -1.47504)  -0.119
C (1.20538, -1.82200, -1.53207)  -0.177
C (1.93181, -2.62684, -2.58747)  -0.102
C (1.77572, -4.02001, -2.79987)  -0.294
P (0.71104, -5.20759, -1.86171)  0.919
C (-1.06387, -4.93402, -2.20835)  -0.327
C (1.03383, -4.91385, -0.08145)  -0.283
C (2.52017, -4.64799, -3.80467)  -0.088
C (3.41920, -3.94923, -4.60715)  0.006
C (3.58786, -2.60200, -4.38747)  -0.103
C (2.85302, -1.95803, -3.39979)  -0.043
C (3.28688, -0.51436, -3.42835)  -0.358
O (2.78678, 0.45754, -2.96288)  0.141
N (4.52259, -0.44819, -4.20624)  0.144
C (4.47101, -1.61952, -5.06844)  -0.390
O (5.00639, -1.70705, -6.12423)  0.138
H (-1.82915, -2.18466, -0.10353)  0.070
H (-0.26067, -2.20966, 0.63415)  0.066
H (-0.89244, -0.69821, -0.00356)  0.076
H (-0.71641, -1.57094, -2.18728)  0.117
H (1.37140, -0.77448, -1.77671)  0.104
H (1.64621, -1.96128, -0.54666)  0.124
H (-1.55060, -4.17800, -1.60965)  -0.005
H (-1.22483, -4.74768, -3.26381)  0.036
H (-1.55362, -5.88278, -1.99437)  0.019
H (0.93269, -3.86957, 0.20625)  -0.006
H (2.07285, -5.18709, 0.08541)  0.031
H (0.41122, -5.53877, 0.54904)  0.038
H (2.39815, -5.71220, -3.93448)  0.083
H (3.98036, -4.46654, -5.37366)  0.121
H (5.24673, -0.69866, -3.52614)  0.135
C (-1.27582, 3.12100, 2.42391)  -0.088
C (0.02330, 2.64858, 2.33139)  -0.068
C (0.30335, 1.38303, 2.82486)  -0.160
N (-0.60668, 0.58983, 3.39000)  0.053
C (-1.85031, 1.06006, 3.47248)  -0.179
C (-2.23607, 2.30882, 3.00739)  -0.082
H (-1.52917, 4.10334, 2.04444)  0.071
H (0.80433, 3.24855, 1.88426)  0.102
H (1.30691, 0.97516, 2.76829)  0.101
H (-2.56993, 0.39587, 3.94011)  0.104
H (-3.26301, 2.63543, 3.10241)  0.103
C (-6.77676, -4.17767, -2.73288)  -0.083
C (-6.02591, -3.04645, -2.45434)  -0.075
C (-4.64461, -3.16373, -2.43887)  -0.150
N (-3.99456, -4.30235, -2.67290)  0.062
C (-4.73113, -5.37968, -2.93675)  -0.154
C (-6.11798, -5.37087, -2.98059)  -0.080
H (-7.85815, -4.12947, -2.75595)  0.104
H (-6.49864, -2.09466, -2.25386)  0.100
H (-4.01901, -2.30152, -2.22801)  0.100
H (-4.17658, -6.29194, -3.12537)  0.098
H (-6.66410, -6.27745, -3.20331)  0.103
C (-1.47279, 5.16710, 7.11898)  -0.081
C (-1.39123, 4.10231, 6.23683)  -0.064
C (-1.40651, 2.81513, 6.75428)  -0.144
N (-1.49122, 2.54265, 8.05551)  0.056
C (-1.56693, 3.57795, 8.88968)  -0.156
C (-1.56350, 4.90158, 8.47601)  -0.092
H (-1.46447, 6.18806, 6.75715)  0.107
H (-1.31695, 4.26005, 5.16942)  0.087
H (-1.34673, 1.95443, 6.09737)  0.091
H (-1.63267, 3.32746, 9.94326)  0.102
H (-1.63087, 5.70300, 9.19868)  0.092
C (-5.38762, -7.71270, -8.42246)  -0.083
C (-4.26672, -8.34326, -7.90746)  -0.074
C (-3.69852, -7.83346, -6.74973)  -0.153
N (-4.16805, -6.76751, -6.10434)  0.058
C (-5.24485, -6.17247, -6.61334)  -0.156
C (-5.89038, -6.60298, -7.76273)  -0.073
H (-5.86156, -8.07998, -9.32377)  0.104
H (-3.84046, -9.21154, -8.39072)  0.100
H (-2.82178, -8.29829, -6.31193)  0.103
H (-5.60310, -5.30588, -6.06682)  0.098
H (-6.76320, -6.08060, -8.12961)  0.100
C (-1.38371, 8.65244, -0.36992)  -0.078
C (-1.29647, 7.58977, -1.25443)  -0.070
C (-1.31824, 6.30227, -0.74114)  -0.147
N (-1.41558, 6.02809, 0.55862)  0.047
C (-1.49676, 7.06172, 1.39520)  -0.153
C (-1.48685, 8.38570, 0.98558)  -0.071
H (-1.37085, 9.67268, -0.73116)  0.106
H (-1.21306, 7.75291, -2.31989)  0.102
H (-1.25439, 5.44233, -1.39867)  0.106
H (-1.57235, 6.80953, 2.44819)  0.101
H (-1.55716, 9.18456, 1.71068)  0.102
C (1.15540, 8.30491, 11.78977)  -0.082
C (0.97415, 9.58028, 11.27985)  -0.076
C (0.64193, 9.71293, 9.93991)  -0.158
N (0.48979, 8.68190, 9.11110)  0.055
C (0.66982, 7.46304, 9.61765)  -0.164
C (0.99968, 7.22007, 10.94239)  -0.070
H (1.41429, 8.15887, 12.83067)  0.105
H (1.08699, 10.45492, 11.90552)  0.100
H (0.48855, 10.69331, 9.50219)  0.102
H (0.54352, 6.64493, 8.91853)  0.086
H (1.13115, 6.20702, 11.29755)  0.103
C (9.05720, -2.86047, -4.98983)  -0.075
C (8.08367, -1.89167, -4.80357)  -0.063
C (8.33085, -0.88268, -3.88405)  -0.156
N (9.44834, -0.79232, -3.16477)  0.053
C (10.37082, -1.73234, -3.35594)  -0.159
C (10.22708, -2.78129, -4.25250)  -0.076
H (8.90520, -3.66414, -5.69904)  0.106
H (7.15700, -1.91574, -5.35868)  0.074
H (7.59931, -0.09891, -3.71222)  0.097
H (11.26991, -1.63553, -2.75702)  0.101
H (11.01270, -3.51555, -4.36711)  0.099

Results
- DFT total energy: -76342.6204 eV
- Lowest unoccupied orbital energy: -0.18 eV
- Energy above the lowest of the compared OMol25 structures with the same formula, charge and spin: 0.0 kJ/mol

[2]
Formula: C5H14Si
Source: OMol25
Level of theory: ωB97M-V/def2-TZVPD

Last column: Mulliken spin population.
Geometry (Å):
C (1.53478, 1.31358, 0.06176)  0.026
C (0.83538, -0.79652, 1.17283)  0.043
C (0.87721, -0.64995, -1.31840)  0.081
C (-2.50030, -0.64413, -0.03685)  0.045
C (0.58342, 0.12018, -0.02764)  -0.058
Si (-1.22459, 0.75478, -0.01834)  0.841
H (2.57059, 0.97898, 0.10700)  0.005
H (1.42336, 1.96151, -0.80647)  0.003
H (1.32753, 1.90368, 0.95174)  -0.013
H (1.87581, -1.12112, 1.19592)  0.005
H (0.20791, -1.68420, 1.13076)  -0.001
H (0.62297, -0.27195, 2.10130)  -0.010
H (1.91930, -0.96939, -1.34396)  0.000
H (0.25164, -1.53639, -1.38963)  0.004
H (0.69410, -0.02633, -2.19357)  -0.004
H (-2.44439, -1.24889, 0.86216)  0.007
H (-3.50847, -0.25013, -0.10305)  0.003
H (-2.34982, -1.30425, -0.89005)  0.025
H (-1.21920, 1.73652, 1.62135)  0.922
H (-1.47722, 1.73400, -1.07684)  0.076

Results
- Spin multiplicity: 3
- DFT total energy: -13283.4447 eV
- Lowest unoccupied orbital energy (alpha / beta): 0.90 / -3.09 eV
- Energy above the lowest of the compared OMol25 structures with the same formula, charge and spin: 21.0 kJ/mol

[3]
Formula: C4H7N3
Source: OMol25
Level of theory: ωB97M-V/def2-TZVPD

Last column: Löwdin charge in e.
Geometry (Å):
H (2.25880, -1.38995, -1.18443)  0.060
N (1.39733, -1.32593, -0.65019)  0.147
C (1.34194, -0.23815, 0.01483)  -0.469
C (2.35973, 0.81191, -0.06198)  -0.138
N (3.12985, 1.66830, -0.17060)  0.160
N (0.30986, 0.07175, 0.86521)  0.004
C (-0.99370, -0.52489, 0.60087)  -0.239
C (-1.79626, 0.34331, -0.38368)  -0.079
H (0.27647, 1.03887, 1.15766)  0.132
H (-0.80255, -1.51758, 0.19049)  0.097
H (-1.51106, -0.65703, 1.55654)  0.111
H (-1.11690, 1.00024, -0.93864)  0.073
H (-2.52533, 0.97996, 0.12627)  0.068
H (-2.32819, -0.26082, -1.12236)  0.070

Results
- DFT total energy: -8731.0907 eV
- Lowest unoccupied orbital energy: 0.70 eV
- Energy above the lowest of the compared OMol25 structures with the same formula, charge and spin: 56.8 kJ/mol

[4]
Formula: C39H55ClN7O4SSiV
Source: OMol25
Level of theory: ωB97M-V/def2-TZVPD

Last column: Mulliken spin population.
Geometry (Å):
V (-0.34003, 0.17459, 0.11087)  2.274
C (6.41140, 1.73343, -1.78691)  0.000
C (5.43757, 2.14652, -0.69738)  0.000
N (4.06883, 2.32820, -1.13867)  0.001
C (3.19367, 1.28013, -1.40692)  -0.010
S (3.79371, -0.20087, -2.08315)  0.006
N (1.97925, 1.56800, -1.05017)  0.093
N (0.87555, 0.83352, -1.38501)  0.032
C (0.45375, 0.73207, -2.61288)  -0.031
C (1.20107, 1.29406, -3.77897)  0.003
C (-0.86104, 0.13349, -2.72729)  0.350
C (-1.46146, -0.19481, -3.95060)  -0.091
C (-2.71629, -0.74365, -3.99570)  0.181
C (-3.39287, -0.95796, -2.77074)  0.004
C (-2.76534, -0.64219, -1.60522)  0.094
N (-1.50651, -0.12454, -1.52425)  -0.025
H (7.42607, 1.76782, -1.38583)  0.000
H (6.20452, 0.73198, -2.15470)  0.000
H (6.34717, 2.42158, -2.63106)  0.000
H (5.50701, 1.46059, 0.16132)  0.000
H (5.74254, 3.13267, -0.33265)  0.000
H (3.55803, 3.00318, -0.58318)  0.002
H (2.26858, 1.10543, -3.68969)  0.005
H (0.85942, 0.86537, -4.71762)  0.001
H (1.04356, 2.37580, -3.82386)  0.008
H (-0.91874, -0.00606, -4.86516)  0.000
H (-3.17421, -1.00049, -4.94072)  0.017
H (-4.39440, -1.36310, -2.73983)  0.000
H (-3.27119, -0.79179, -0.65799)  0.028
N (-0.64810, -2.86095, 1.67218)  0.012
C (-1.69846, -2.00678, 1.94063)  0.041
C (-2.68977, -2.51297, 2.80558)  -0.005
C (-3.73073, -1.70687, 3.18266)  0.008
C (-3.78624, -0.40337, 2.69174)  0.002
C (-2.79190, -0.00062, 1.83293)  0.114
N (-1.75802, -0.77409, 1.44379)  -0.100
C (0.26778, -2.97375, 0.62527)  0.011
C (0.94113, -4.19558, 0.54264)  0.001
C (1.85363, -4.38028, -0.47215)  0.003
C (2.05897, -3.35432, -1.38053)  -0.001
C (1.34057, -2.18792, -1.22448)  0.015
N (0.45677, -1.97918, -0.23424)  0.016
H (-0.65176, -3.67644, 2.26486)  -0.001
H (-2.60875, -3.53199, 3.16092)  0.000
H (-4.49388, -2.08461, 3.85080)  0.000
H (-4.57244, 0.28983, 2.95084)  -0.001
H (-2.80563, 0.99085, 1.41235)  -0.036
H (0.74920, -4.96737, 1.27578)  0.000
H (2.39639, -5.31355, -0.54907)  0.000
H (2.78228, -3.41869, -2.17865)  -0.001
H (1.51084, -1.35611, -1.89300)  0.000
Cl (-6.62607, 4.14678, 1.03041)  -0.001
C (-4.95452, 3.66129, 0.79871)  -0.013
C (-4.53451, 3.20377, -0.44054)  0.009
C (-3.21813, 2.81641, -0.61452)  -0.003
C (-2.27804, 2.86483, 0.42962)  -0.047
C (-0.91146, 2.36198, 0.25555)  0.139
C (-2.74593, 3.35383, 1.65985)  -0.012
C (-4.06300, 3.74344, 1.85260)  0.008
H (-5.23862, 3.14451, -1.25997)  0.000
H (-2.90055, 2.44328, -1.58172)  -0.007
H (-0.26913, 2.67390, 1.07819)  -0.101
H (-0.49383, 2.72073, -0.68571)  -0.004
H (-2.04999, 3.41374, 2.48921)  -0.001
H (-4.39409, 4.11672, 2.81263)  0.001
C (3.39198, -2.31137, 2.18877)  -0.003
C (3.85458, -1.02792, 2.86541)  -0.001
C (4.49394, -0.10599, 1.83341)  0.005
C (4.82805, -1.32652, 3.99746)  0.000
O (2.71246, -0.42807, 3.46437)  0.005
Si (1.69611, 0.75565, 2.92351)  0.040
O (0.84991, 0.26779, 1.68688)  -0.027
O (0.78194, 1.15001, 4.24710)  -0.004
C (0.29941, 0.40107, 5.34156)  0.001
C (1.44128, 0.03813, 6.28486)  0.000
C (-0.70295, 1.30128, 6.05549)  0.000
C (-0.39849, -0.85328, 4.82996)  -0.001
O (2.57802, 2.10081, 2.61047)  0.002
C (2.62216, 3.39666, 3.17339)  0.000
C (3.14839, 3.31705, 4.60274)  0.000
C (3.59333, 4.19176, 2.30744)  0.001
C (1.24807, 4.05171, 3.13811)  0.004
H (4.23578, -2.86151, 1.76683)  0.000
H (2.70701, -2.06629, 1.37813)  0.001
H (2.87621, -2.94891, 2.90915)  0.000
H (5.36553, -0.59020, 1.38759)  0.000
H (4.80255, 0.83313, 2.29472)  0.000
H (3.79955, 0.12595, 1.02337)  -0.007
H (5.75417, -1.75043, 3.60812)  0.000
H (4.38874, -2.03472, 4.70230)  0.000
H (5.06275, -0.40811, 4.53670)  0.000
H (1.93661, 0.94227, 6.64114)  0.000
H (2.18233, -0.57684, 5.77705)  0.000
H (1.05226, -0.50509, 7.14899)  0.000
H (-0.20685, 2.20713, 6.40613)  0.000
H (-1.14779, 0.79266, 6.91305)  0.000
H (-1.49788, 1.59106, 5.36741)  0.000
H (0.30570, -1.47342, 4.27313)  -0.002
H (-1.20964, -0.56435, 4.16336)  0.001
H (-0.81058, -1.44155, 5.65376)  0.000
H (4.12796, 2.83680, 4.61019)  0.000
H (2.47300, 2.73315, 5.22599)  0.000
H (3.24607, 4.31650, 5.03119)  0.000
H (4.56873, 3.70541, 2.28948)  0.000
H (3.71202, 5.20792, 2.68909)  0.000
H (3.21833, 4.24612, 1.28713)  0.000
H (0.52664, 3.47536, 3.71762)  -0.002
H (0.89331, 4.11811, 2.11060)  -0.003
H (1.30515, 5.06067, 3.55258)  0.000

Results
- Spin multiplicity: 4
- DFT total energy: -116889.2022 eV
- Lowest unoccupied orbital energy (alpha / beta): 2.14 / 2.13 eV
- Energy above the lowest of the compared OMol25 structures with the same formula, charge and spin: 37.9 kJ/mol
- Net charge: -1

Q: Which of these has the highest DFT total energy?
A: C4H7N3

Q: The lowest energy above the lowest of the compared OMol25 structures with the same formula, charge and spin belongs to which entry?
A: C47H50N9O2P

Q: Number 4 is which compound?
A: C39H55ClN7O4SSiV

Q: The lowest energy above the lowest of the compared OMol25 structures with the same formula, charge and spin belongs to which entry?
A: C47H50N9O2P